No. 1
The following is a DFT calculation (ωB97M-V/def2-TZVPD) of 4 unconnected molecules or ions with the total composition C24H46F5N2 at a distorted geometry.

For the total energy, the calculation gives -42186.05549 eV. As for the charge: +1. The gap between HOMO and LUMO is 5.963 eV. The highest occupied orbital energy comes out at -12.348 eV. The LUMO energy is -0.235 Ha.

Element x y z (Å)
F -0.52 1.75 -3.15
C -0.20 0.46 -2.43
F -0.08 -0.70 -3.34
F -1.43 0.19 -1.59
C 1.03 0.62 -1.35
F 1.37 -0.79 -0.91
F 0.49 1.46 -0.23
N 2.31 1.23 -1.97
C 3.18 1.92 -0.97
C 4.55 2.65 -1.58
C 4.66 2.45 -3.21
C 3.55 1.59 -4.04
N 2.40 1.02 -3.31
H 2.96 1.98 0.20
H 5.32 3.24 -0.92
H 5.55 2.94 -3.81
H 3.66 1.43 -5.19
C -2.49 -1.61 0.71
C -3.47 -2.15 -0.32
C -4.70 -1.26 -0.52
C -5.59 -1.09 0.72
C -6.13 -2.39 1.32
C -7.04 -3.16 0.38
H -2.94 -1.57 1.71
H -1.61 -2.26 0.77
H -2.15 -0.61 0.44
H -3.77 -3.17 -0.05
H -2.94 -2.23 -1.28
H -5.30 -1.67 -1.34
H -4.37 -0.27 -0.85
H -6.43 -0.44 0.45
H -5.03 -0.55 1.50
H -6.70 -2.14 2.23
H -5.31 -3.03 1.65
H -7.89 -2.55 0.07
H -7.43 -4.05 0.88
H -6.50 -3.49 -0.52
C 4.59 -6.75 -1.01
C 5.41 -5.68 -0.30
C 4.57 -4.75 0.58
C 3.51 -3.92 -0.16
C 4.05 -3.02 -1.27
C 5.01 -1.95 -0.77
H 3.87 -6.31 -1.70
H 5.25 -7.40 -1.59
H 4.05 -7.36 -0.29
H 5.98 -5.10 -1.03
H 6.16 -6.18 0.34
H 5.24 -4.08 1.13
H 4.06 -5.36 1.35
H 2.99 -3.30 0.58
H 2.76 -4.59 -0.58
H 3.20 -2.52 -1.75
H 4.54 -3.62 -2.05
H 4.54 -1.32 -0.02
H 5.33 -1.31 -1.60
H 5.91 -2.40 -0.33
C -0.41 4.65 -0.06
C -0.27 5.50 1.19
C -0.60 4.74 2.48
C -2.04 4.23 2.59
C -3.13 5.29 2.47
C -3.07 6.33 3.58
H -1.44 4.32 -0.21
H -0.12 5.23 -0.94
H 0.24 3.77 -0.01
H -0.90 6.40 1.10
H 0.77 5.86 1.26
H -0.38 5.39 3.33
H 0.08 3.89 2.57
H -2.15 3.71 3.55
H -2.21 3.47 1.82
H -4.11 4.80 2.51
H -3.08 5.79 1.50
H -3.16 5.86 4.56
H -3.90 7.04 3.47
H -2.14 6.91 3.55

---

No. 2
The following is a DFT calculation (ωB97M-V/def2-TZVPD) of a molecular structure, C5H6O at a distorted geometry.

For the total energy, the calculation gives -7325.19712 eV. The gap between HOMO and LUMO is 10.494 eV. The highest occupied orbital energy comes out at -9.396 eV. The LUMO energy is 0.040 Ha. The energy relative to the best compared isomer or geometry (same formula, charge and spin) comes out at 94.26 kcal per mole.

Element x y z (Å)
C -0.29 0.52 -1.13
C -0.83 0.49 0.31
C -0.39 -0.94 0.60
O 0.61 -0.68 1.74
C 0.80 0.34 0.80
C 0.65 -0.49 -0.46
H 0.18 1.48 -1.40
H -0.88 0.15 -1.96
H -1.77 0.98 0.67
H -0.95 -1.85 0.76
H 1.50 1.16 0.98
H 1.38 -1.16 -0.91

---

No. 3
The following is a DFT calculation (ωB97M-V/def2-TZVPD) of a molecular structure, C27H44IrN3OP3 at a distorted geometry.

For the total energy, the calculation gives -65907.57484 eV. As for the charge: +3. The gap between HOMO and LUMO (alpha / beta) is 5.470 / 3.102 eV. The highest occupied orbital energy (alpha / beta) comes out at -13.319 / -15.222 eV. The LUMO energy (alpha / beta) is -0.288 / -0.445 Ha. The energy relative to the best compared isomer or geometry (same formula, charge and spin) comes out at 0.00 kcal per mole. As for the spin multiplicity: 5.

Element x y z (Å)
Ir -0.28 -0.19 0.06
P -1.58 -0.39 1.97
P 1.73 -0.88 0.91
P -1.15 -2.05 -0.80
H 1.25 1.43 -1.46
C 0.73 0.52 -1.79
C -0.62 0.65 -2.20
H -1.04 1.66 -2.33
C -1.71 0.96 3.21
C -1.30 -1.77 3.14
C -3.33 -0.52 1.43
C 3.13 -0.85 -0.26
C 2.27 0.23 2.24
C 1.78 -2.57 1.61
C -2.66 -1.77 -1.80
C -1.54 -3.52 0.23
C -0.02 -2.77 -2.01
H 1.37 -0.24 -2.27
H -1.04 -0.12 -2.85
H -2.34 1.79 2.86
H -0.72 1.33 3.50
H -2.19 0.53 4.10
H -0.31 -1.67 3.62
H -1.39 -2.75 2.68
H -2.06 -1.68 3.93
H -3.57 0.26 0.70
H -3.96 -0.37 2.32
H -3.56 -1.51 1.00
H 4.05 -1.19 0.24
H 3.28 0.18 -0.62
H 2.91 -1.48 -1.13
H 3.15 -0.20 2.75
H 1.47 0.40 2.97
H 2.56 1.20 1.81
H 2.75 -2.73 2.10
H 1.65 -3.32 0.82
H 0.98 -2.71 2.35
H -3.30 -2.67 -1.79
H -2.39 -1.57 -2.84
H -3.23 -0.92 -1.41
H -1.80 -4.36 -0.43
H -2.38 -3.34 0.90
H -0.66 -3.82 0.82
H -0.51 -3.57 -2.58
H 0.86 -3.20 -1.52
H 0.34 -1.99 -2.70
C 2.80 -3.58 -3.85
C 4.10 -3.89 -4.31
C 4.28 -4.16 -5.67
C 3.18 -4.14 -6.55
C 1.89 -3.92 -6.06
C 1.69 -3.66 -4.70
O 2.60 -3.14 -2.56
H 3.46 -3.00 -2.10
H 4.93 -3.88 -3.60
H 5.28 -4.38 -6.04
H 3.34 -4.31 -7.62
H 1.03 -3.95 -6.73
H 0.69 -3.49 -4.30
N -1.45 8.73 5.82
C -1.30 7.97 4.95
C -1.17 7.00 3.87
C -0.03 6.18 3.79
C 0.07 5.23 2.76
C -0.99 5.10 1.86
C -2.08 5.96 1.89
C -2.20 6.90 2.92
N -1.08 3.97 1.03
C -2.16 3.66 0.20
C -2.07 2.34 -0.11
N -0.89 1.85 0.44
C -0.31 2.85 1.11
H 0.76 6.28 4.53
H 0.96 4.61 2.67
H -2.87 5.89 1.15
H -3.08 7.54 2.97
H -2.88 4.38 -0.12
H -2.73 1.74 -0.72
H 0.63 2.85 1.64

---

No. 4
The following is a DFT calculation (ωB97M-V/def2-TZVPD) of a molecular structure, C2H8NiO10 at a distorted geometry.

For the total energy, the calculation gives -63722.66806 eV. As for the charge: -2. The gap between HOMO and LUMO (alpha / beta) is 3.850 / 3.817 eV. The highest occupied orbital energy (alpha / beta) comes out at 0.635 / 0.620 eV. The LUMO energy (alpha / beta) is 0.165 / 0.163 Ha. As for the spin multiplicity: 3.

Element x y z (Å)
Ni -0.44 0.16 0.09
C 0.60 -1.12 -2.33
O -0.16 -1.32 -1.25
O 0.70 -2.13 -3.12
O 1.11 0.01 -2.56
C 0.66 1.98 1.34
O 1.31 1.26 0.48
O 1.04 3.08 1.84
O -0.55 1.55 1.61
O 3.27 -0.61 0.50
H 2.84 -1.42 0.77
H 2.54 0.08 0.54
O 0.00 -1.34 1.63
H -0.61 -1.70 2.27
H 0.83 -1.81 1.76
O -2.46 -0.32 0.47
H -3.19 0.30 0.60
H -2.79 -1.19 0.71
O -1.37 1.37 -1.49
H -2.32 1.31 -1.61
H -1.02 1.85 -2.25

---

No. 5
The following is a DFT calculation (ωB97M-V/def2-TZVPD) of 10 unconnected molecules or ions with the total composition C34H95N7O10 at a distorted geometry.

For the total energy, the calculation gives -67694.01650 eV. As for the charge: -1. The gap between HOMO and LUMO (alpha / beta) is 1.395 / 9.251 eV. The highest occupied orbital energy (alpha / beta) comes out at 0.806 / -7.023 eV. The LUMO energy (alpha / beta) is 0.081 / 0.082 Ha. The energy relative to the best compared isomer or geometry (same formula, charge and spin) comes out at 78.12 kcal per mole. As for the spin multiplicity: 2.

Element x y z (Å)
C -4.45 -2.38 6.20
C -3.57 -2.67 5.01
O -3.33 -1.51 4.20
H -4.15 -1.51 6.79
H -4.29 -3.17 6.93
H -5.51 -2.38 5.96
H -3.93 -3.35 4.23
H -2.63 -3.10 5.36
H -2.57 -1.68 3.65
C -1.93 0.54 0.78
C -0.83 -0.19 -0.05
O -0.17 -0.94 0.95
H -1.51 1.37 1.34
H -2.55 -0.14 1.36
H -2.61 0.87 -0.01
H -0.19 0.46 -0.65
H -1.24 -0.81 -0.85
H -0.06 -0.39 1.73
C -2.80 -3.12 0.08
C -3.68 -2.59 -1.15
O -4.09 -3.61 -2.11
H -1.73 -3.19 -0.07
H -3.09 -4.07 0.53
H -2.83 -2.45 0.94
H -3.18 -1.83 -1.74
H -4.58 -2.10 -0.77
H -4.82 -3.26 -2.63
C 3.10 -4.86 -2.76
C 3.15 -4.98 -1.25
C 2.06 -4.10 -0.51
O 1.88 -4.51 0.92
C 1.05 -3.71 1.64
N 2.95 -6.35 -0.87
H 3.58 -5.71 -3.25
H 3.46 -3.87 -3.03
H 2.10 -4.73 -3.19
H 4.17 -4.72 -0.95
H 1.06 -4.32 -0.87
H 2.23 -3.03 -0.53
H 0.79 -4.14 2.61
H 0.13 -3.39 1.14
H 1.60 -2.79 1.81
H 2.84 -6.42 0.13
H 2.05 -6.70 -1.18
C -1.40 2.10 -2.78
C -1.04 2.70 -4.13
C 0.20 2.05 -4.77
O 0.95 2.80 -5.81
C 0.19 3.03 -6.94
N -2.25 2.58 -4.95
H -1.77 1.08 -2.83
H -2.13 2.80 -2.37
H -0.50 2.17 -2.17
H -0.71 3.72 -3.94
H 0.03 1.05 -5.18
H 1.03 1.99 -4.07
H -0.05 2.08 -7.42
H 0.86 3.52 -7.64
H -0.76 3.55 -6.78
H -2.65 1.65 -4.99
H -2.28 3.09 -5.82
C -3.87 5.46 1.09
C -2.33 5.59 1.18
C -1.75 6.39 2.30
O -1.68 7.72 1.93
C -1.13 8.47 2.89
N -1.79 4.26 1.27
H -4.33 5.10 2.01
H -4.09 4.74 0.30
H -4.37 6.41 0.88
H -1.96 6.08 0.28
H -0.70 6.12 2.45
H -2.21 6.11 3.25
H -0.30 8.12 3.49
H -1.89 8.83 3.58
H -1.00 9.45 2.42
H -1.99 3.73 0.44
H -0.79 4.16 1.35
C -2.84 -5.45 -6.21
C -2.48 -3.90 -6.02
C -1.76 -3.59 -4.74
O -1.69 -2.14 -4.57
C -1.02 -1.73 -3.39
N -1.81 -3.54 -7.21
H -1.99 -6.11 -6.08
H -3.47 -5.68 -7.07
H -3.40 -5.69 -5.31
H -3.50 -3.49 -6.02
H -0.76 -4.03 -4.72
H -2.41 -3.93 -3.94
H -1.53 -0.82 -3.10
H 0.02 -1.49 -3.64
H -0.99 -2.42 -2.55
H -0.84 -3.82 -7.27
H -1.63 -2.55 -7.12
C 2.01 4.63 1.39
C 2.01 3.15 1.38
C 3.31 2.61 2.06
O 3.55 3.11 3.43
C 4.50 2.29 4.19
N 0.70 2.71 1.87
H 2.36 5.16 2.28
H 1.16 5.08 0.88
H 2.86 4.98 0.81
H 2.07 2.55 0.47
H 4.22 2.92 1.54
H 3.24 1.53 2.03
H 4.96 2.78 5.05
H 5.25 1.80 3.57
H 3.88 1.51 4.64
H 0.61 1.75 2.19
H 0.59 3.12 2.78
C 1.99 -0.90 3.63
C 0.48 -0.88 3.97
C 0.12 -1.17 5.51
O 0.68 -2.37 6.08
C 0.23 -2.66 7.40
N -0.05 0.41 3.65
H 2.06 -0.64 2.57
H 2.57 -1.82 3.69
H 2.55 -0.27 4.32
H -0.10 -1.67 3.49
H -0.95 -1.40 5.58
H 0.23 -0.26 6.09
H 0.13 -1.78 8.04
H 0.85 -3.36 7.97
H -0.61 -3.35 7.35
H -1.01 0.45 3.96
H 0.43 1.12 4.18
C 5.22 0.54 -0.04
C 4.19 0.79 -1.12
C 2.92 -0.04 -0.83
O 2.02 0.26 -1.93
C 2.21 -0.61 -2.99
N 3.88 2.13 -1.18
H 4.78 0.45 0.95
H 6.00 1.30 -0.07
H 5.66 -0.44 -0.23
H 4.59 0.49 -2.09
H 2.54 0.34 0.12
H 3.14 -1.08 -0.60
H 3.23 -0.77 -3.34
H 1.65 -0.43 -3.91
H 1.78 -1.56 -2.69
H 3.17 2.22 -1.89
H 4.75 2.47 -1.57

---

No. 6
The following is a DFT calculation (ωB97M-V/def2-TZVPD) of 9 unconnected molecules or ions with the total composition C3H21NO8 at a distorted geometry.

For the total energy, the calculation gives -21317.86706 eV. The SMILES is C=CN=C.O.O.O.O.O.O.O.O. The gap between HOMO and LUMO is 9.342 eV. The highest occupied orbital energy comes out at -9.001 eV. The LUMO energy is 0.013 Ha. The energy relative to the best compared isomer or geometry (same formula, charge and spin) comes out at 102.92 kcal per mole.

Element x y z (Å)
C -0.36 3.16 1.70
C -1.04 2.04 1.43
N -0.63 0.79 1.98
C -0.30 0.69 3.15
H 0.36 3.55 2.49
H -0.77 4.01 1.05
H -1.70 1.81 0.52
H 0.00 -0.46 3.32
H -0.38 1.28 4.04
O 1.29 2.03 -0.79
H 1.70 2.80 -0.45
H 0.27 2.18 -1.00
O 0.03 -3.64 1.66
H 0.12 -3.85 2.65
H -0.89 -3.31 1.49
O -1.31 2.10 -1.60
H -1.11 1.18 -1.51
H -1.31 2.22 -2.52
O 2.91 -2.54 0.10
H 3.07 -1.73 -0.41
H 1.97 -2.78 0.00
O -0.49 -0.49 -1.68
H 0.44 -0.90 -1.41
H -0.61 -0.51 -0.71
O 0.93 -0.74 0.50
H 1.36 0.00 0.70
H 1.41 -1.32 1.16
O -3.47 -0.19 -2.46
H -2.64 -0.50 -2.42
H -4.00 -0.37 -1.66
O 1.60 -1.97 -2.82
H 1.63 -2.86 -2.88
H 1.93 -1.71 -3.65

---

No. 7
The following is a DFT calculation (ωB97M-V/def2-TZVPD) of 3 unconnected molecules or ions with the total composition CH8N2O at a distorted geometry.

For the total energy, the calculation gives -6192.44591 eV. The SMILES is C=O.N.N. The gap between HOMO and LUMO is 9.855 eV. The highest occupied orbital energy comes out at -9.178 eV. The LUMO energy is 0.025 Ha. The energy relative to the best compared isomer or geometry (same formula, charge and spin) comes out at 45.72 kcal per mole.

Element x y z (Å)
C -0.08 1.63 2.30
O -0.68 2.57 2.74
H 1.02 1.57 2.30
H -0.60 0.77 1.87
N 0.41 0.33 -0.31
H 0.13 1.15 -0.86
H 1.42 0.26 -0.29
H 0.04 -0.57 -0.98
N -0.46 -1.74 -1.63
H -0.35 -2.13 -0.70
H -1.12 -2.35 -2.13
H 0.26 -1.49 -2.30

---

No. 8
The following is a DFT calculation (ωB97M-V/def2-TZVPD) of a molecular structure, HgI4.

For the total energy, the calculation gives -36584.16048 eV. As for the charge: -2. The gap between HOMO and LUMO is 6.959 eV. The highest occupied orbital energy comes out at -1.919 eV. The LUMO energy is 0.185 Ha. The energy relative to the best compared isomer or geometry (same formula, charge and spin) comes out at 0.00 kcal per mole.

Element x y z (Å)
Hg 0.04 0.09 -0.03
I 1.76 -1.78 1.32
I -2.45 -1.40 -0.03
I -0.37 2.51 1.39
I 1.02 0.59 -2.65

---

No. 9
The following is a DFT calculation (ωB97M-V/def2-TZVPD) of a molecular structure, C3H35NO14 at a distorted geometry.

For the total energy, the calculation gives -33829.47279 eV. The gap between HOMO and LUMO is 8.737 eV. The highest occupied orbital energy comes out at -8.707 eV. The LUMO energy is 0.001 Ha. The energy relative to the best compared isomer or geometry (same formula, charge and spin) comes out at 193.37 kcal per mole.

Element x y z (Å)
C 2.80 0.80 -1.57
N 1.40 0.48 -1.37
C 0.80 1.12 -0.23
C -0.67 0.68 0.05
O -1.24 1.53 1.08
H 3.36 1.01 -0.66
H 2.77 1.56 -2.36
H 3.29 -0.09 -2.06
H 1.22 -0.52 -1.36
H 1.37 1.02 0.77
H 0.74 2.23 -0.44
H -1.37 0.80 -0.77
H -0.75 -0.39 0.30
H -2.22 1.47 1.01
H 0.53 2.97 -2.92
H -0.26 4.20 -2.45
O -0.30 3.43 -3.01
H -0.24 0.07 -4.49
H -1.06 0.65 -3.25
O -0.56 -0.14 -3.61
H 2.48 -2.31 0.67
H 1.42 -3.40 0.56
O 1.96 -2.92 1.20
H 1.03 1.33 3.63
H 1.32 -0.10 3.99
O 1.30 0.80 4.39
H -0.61 -3.41 -1.33
H 0.33 -3.71 -2.48
O 0.34 -3.55 -1.53
H -1.14 0.75 2.69
H -1.11 -0.32 3.75
O -1.73 0.30 3.36
H -0.87 -1.45 1.61
H -2.04 -1.26 2.50
O -1.82 -1.77 1.69
H 0.71 -2.34 3.66
H 0.94 -1.95 2.33
O 0.56 -1.53 3.13
H -1.24 -1.09 -1.32
H -1.86 -1.76 -0.10
O -1.67 -1.91 -1.05
H 0.58 -1.28 -2.89
H 0.42 -2.78 -2.55
O 0.96 -2.01 -2.36
H -3.14 1.84 -1.91
H -1.72 2.38 -2.56
O -2.46 1.76 -2.59
H -4.47 0.66 0.02
H -4.80 2.10 -0.04
O -4.17 1.47 -0.43
H 2.85 1.52 3.94
H 4.32 1.21 3.87
O 3.67 1.85 3.54

---

No. 10
The following is a DFT calculation (ωB97M-V/def2-TZVPD) of a molecular structure, C25H16CrN5O5S.

For the total energy, the calculation gives -83134.93626 eV. As for the charge: -1. The gap between HOMO and LUMO (alpha / beta) is 6.546 / 6.786 eV. The highest occupied orbital energy (alpha / beta) comes out at -4.155 / -4.398 eV. The LUMO energy (alpha / beta) is 0.088 / 0.088 Ha. The energy relative to the best compared isomer or geometry (same formula, charge and spin) comes out at 13.41 kcal per mole. As for the spin multiplicity: 5.

Element x y z (Å)
Cr 0.51 0.12 -0.08
O 2.80 3.53 0.32
C 2.27 2.42 0.16
N 1.00 2.07 0.08
C -0.09 2.97 0.15
C 0.01 4.35 0.32
C -1.13 5.13 0.43
C -2.38 4.53 0.37
C -2.49 3.16 0.19
C -1.36 2.36 0.06
N -1.38 0.94 -0.06
C -2.52 0.35 -0.47
O -3.46 0.85 -1.08
C -2.73 -1.10 -0.02
C -3.58 -1.90 -0.78
C -3.80 -3.20 -0.38
C -3.19 -3.66 0.78
C -2.37 -2.78 1.47
N -2.14 -1.53 1.09
C 3.20 1.22 -0.02
C 4.57 1.39 0.01
C 5.39 0.30 -0.20
C 4.80 -0.93 -0.46
C 3.42 -1.02 -0.47
N 2.63 0.02 -0.24
H 0.99 4.80 0.38
H -1.04 6.20 0.55
H -3.28 5.13 0.47
H -3.47 2.70 0.13
H -4.03 -1.48 -1.67
H -4.44 -3.85 -0.96
H -3.33 -4.67 1.13
H -1.88 -3.09 2.39
H 4.94 2.39 0.20
H 6.46 0.40 -0.19
H 5.39 -1.82 -0.66
H 2.94 -1.96 -0.69
O 0.94 -1.95 1.83
C 0.78 -2.53 0.77
N 0.35 -1.93 -0.38
S 0.34 -2.94 -1.66
O -0.98 -3.22 -2.13
O 1.33 -2.54 -2.63
C 0.93 -4.35 -0.75
C 1.22 -5.62 -1.21
C 1.69 -6.54 -0.28
C 1.87 -6.18 1.06
C 1.58 -4.89 1.49
C 1.11 -3.99 0.57
H 1.08 -5.89 -2.25
H 1.93 -7.55 -0.60
H 2.24 -6.91 1.76
H 1.72 -4.58 2.52